# 1
{"formula": "C33H29BrF7N3O3Y", "method": "ωB97M-V with the def2-TZVPD basis set", "elements": ["Y", "O", "C", "C", "C", "C", "C", "C", "C", "N", "C", "C", "N", "C", "C", "C", "C", "C", "C", "C", "O", "H", "H", "H", "H", "H", "H", "H", "H", "H", "H", "H", "H", "H", "H", "C", "C", "C", "C", "C", "Br", "N", "C", "H", "H", "H", "H", "H", "H", "C", "C", "O", "C", "F", "F", "F", "C", "F", "F", "F", "H", "H", "H", "F", "C", "C", "C", "C", "C", "C", "C", "H", "H", "H", "H", "H", "H"], "coordinates": [[0.3714, 0.4505, 0.2657], [0.9867, -1.4436, 1.4111], [2.0633, -1.8435, 1.9847], [2.4815, -3.1992, 1.9100], [3.6442, -3.6195, 2.5077], [4.4626, -2.7427, 3.2354], [4.0590, -1.4307, 3.3459], [2.8826, -0.9648, 2.7437], [2.5129, 0.4138, 3.0111], [1.4925, 1.0587, 2.5922], [1.3682, 2.4226, 3.1018], [0.8332, 3.3410, 2.0035], [1.3320, 2.8520, 0.7424], [2.0106, 3.6117, -0.0151], [2.6043, 3.2013, -1.2836], [3.1502, 4.1904, -2.1063], [3.7271, 3.8790, -3.3206], [3.7610, 2.5357, -3.7105], [3.2467, 1.5368, -2.9139], [2.6537, 1.8378, -1.6680], [2.1869, 0.8956, -0.9080], [1.8608, -3.8776, 1.3398], [3.9353, -4.6603, 2.4092], [5.3758, -3.0886, 3.6993], [4.6550, -0.7260, 3.9183], [3.2179, 0.9312, 3.6777], [2.3372, 2.7850, 3.4672], [0.6749, 2.4194, 3.9469], [1.1245, 4.3818, 2.2044], [-0.2574, 3.3006, 1.9675], [2.1918, 4.6547, 0.2839], [3.1043, 5.2220, -1.7704], [4.1380, 4.6516, -3.9560], [4.2030, 2.2667, -4.6638], [3.2705, 0.4988, -3.2190], [-3.2035, -3.9280, 1.3946], [-3.0219, -2.5540, 1.9701], [-3.8922, -1.9912, 2.8913], [-3.6539, -0.7156, 3.3687], [-2.5455, -0.0462, 2.8766], [-2.2222, 1.7007, 3.5777], [-1.7167, -0.5285, 1.9794], [-1.9459, -1.7786, 1.5573], [-3.9306, -4.5058, 1.9660], [-2.2610, -4.4757, 1.3867], [-3.5517, -3.8730, 0.3612], [-4.7530, -2.5472, 3.2462], [-4.2975, -0.2437, 4.0958], [-1.2336, -2.1531, 0.8350], [-1.5580, -2.7277, -2.5142], [-0.4138, -1.7878, -2.1136], [-0.7263, -1.0849, -0.9927], [0.8300, -2.6674, -1.8255], [1.2314, -3.4217, -2.8755], [0.5426, -3.5396, -0.8353], [1.8797, -1.9417, -1.4215], [-0.1444, -0.7934, -3.2970], [0.2381, 0.4137, -2.8613], [-1.2581, -0.5931, -4.0282], [0.8041, -1.2188, -4.1618], [-1.6926, -3.4632, -1.7223], [-1.3792, -3.2538, -3.4541], [-2.4687, -2.1395, -2.6026], [-5.4876, 0.4106, -3.7100], [-4.5174, 0.8247, -2.8383], [-3.5162, 1.6552, -3.2877], [-2.5382, 2.0720, -2.3922], [-2.5352, 1.6789, -1.0491], [-1.4727, 2.0718, -0.1024], [-3.5798, 0.8274, -0.6524], [-4.5675, 0.3998, -1.5262], [-3.4936, 1.9600, -4.3258], [-1.7429, 2.7150, -2.7539], [-1.9160, 2.2907, 0.8759], [-0.9752, 2.9861, -0.4484], [-3.6111, 0.4806, 0.3745], [-5.3645, -0.2561, -1.1991]], "forces_ev_per_a": [[0.32, -0.37, 0.30], [0.07, 0.09, -0.23], [-0.13, 0.09, 0.02], [0.04, 0.05, -0.01], [0.02, -0.11, -0.01], [-0.11, 0.08, -0.05], [0.06, -0.10, 0.01], [-0.02, 0.27, 0.20], [0.04, -0.25, -0.05], [-0.06, 0.02, 0.04], [-0.06, -0.10, 0.04], [0.05, 0.13, -0.01], [-0.21, 0.00, -0.17], [0.19, -0.12, -0.15], [-0.14, 0.26, 0.27], [0.07, -0.02, -0.12], [-0.06, 0.00, 0.11], [0.02, -0.12, -0.07], [0.09, 0.15, -0.03], [-0.14, -0.23, 0.25], [-0.17, -0.15, -0.15], [0.01, -0.01, 0.00], [0.01, 0.01, 0.01], [0.01, -0.01, 0.00], [0.01, 0.00, 0.00], [-0.01, 0.00, 0.00], [0.01, 0.02, -0.05], [0.00, 0.03, 0.01], [0.01, -0.02, -0.02], [0.00, -0.06, 0.03], [0.00, 0.00, -0.02], [0.01, 0.01, -0.02], [0.01, 0.00, -0.01], [0.00, 0.03, 0.00], [0.00, -0.01, 0.00], [-0.06, -0.08, 0.01], [0.08, 0.08, -0.02], [-0.05, -0.08, -0.02], [0.04, 0.07, 0.02], [-0.15, 0.08, 0.07], [0.04, -0.09, -0.01], [0.07, -0.02, 0.07], [0.06, 0.04, -0.06], [0.00, 0.01, 0.00], [0.02, 0.02, 0.01], [-0.01, 0.03, 0.00], [0.01, -0.01, -0.01], [0.00, -0.02, 0.01], [-0.01, -0.03, 0.00], [-0.09, -0.10, -0.08], [-0.34, 0.17, 0.26], [0.52, 0.26, -0.13], [0.02, 0.03, 0.02], [-0.02, 0.03, 0.09], [0.04, 0.05, -0.06], [-0.03, -0.09, -0.17], [-0.03, -0.03, -0.05], [0.07, -0.11, -0.03], [0.07, -0.02, 0.01], [-0.03, 0.05, 0.01], [0.02, 0.03, 0.02], [0.05, 0.04, 0.00], [0.02, 0.04, 0.02], [0.00, 0.00, 0.00], [-0.05, -0.03, -0.03], [0.06, -0.01, 0.06], [-0.01, 0.02, -0.12], [0.05, -0.16, 0.19], [-0.29, 0.23, -0.15], [-0.10, -0.02, 0.00], [0.07, 0.06, 0.00], [-0.01, 0.01, -0.01], [0.00, 0.00, 0.03], [0.05, -0.02, -0.05], [-0.01, -0.01, -0.02], [-0.01, 0.02, 0.00], [-0.01, -0.01, -0.01]], "total_charge": -1, "energy_ev": -135420.1754, "relative_energy_kcal_mol": 0.00, "orbital_gap_ha": 0.235, "lumo_ev": 2.34, "e_homo_ev": -4.1, "fmax_ev_per_a": 0.59}

---

# 2
{"formula": "C25H39KN6NaO15", "method": "ωB97M-V with the def2-TZVPD basis set", "elements": ["N", "C", "C", "C", "N", "C", "N", "N", "N", "H", "H", "H", "H", "H", "H", "H", "H", "H", "H", "H", "H", "N", "C", "C", "C", "C", "H", "H", "H", "H", "H", "C", "C", "C", "O", "C", "C", "C", "O", "O", "O", "H", "H", "H", "H", "C", "O", "O", "O", "H", "C", "C", "C", "O", "H", "H", "H", "H", "H", "H", "H", "H", "O", "H", "K", "Na", "C", "C", "C", "O", "C", "C", "C", "O", "O", "O", "H", "H", "O", "H", "H", "H", "C", "O", "H", "H", "H"], "coordinates": [[-2.8263, 0.2232, 0.4809], [-1.3875, -0.2040, 0.2919], [-1.3198, -1.8394, 0.3872], [0.1993, -2.3684, -0.0091], [1.3076, -1.4544, 0.4848], [0.7029, -0.6225, 1.6030], [1.1597, -0.8603, 2.8806], [-0.4048, 0.3961, 1.2730], [0.1452, 1.5897, 0.8208], [-3.4256, -0.6500, 0.5872], [-3.1760, 0.6335, -0.4365], [-1.0611, 0.1128, -0.7863], [-2.1481, -2.3421, -0.3091], [-1.6336, -2.1473, 1.4938], [0.3307, -3.4215, 0.5001], [0.2614, -2.4536, -1.1748], [1.7047, -0.8606, -0.2770], [1.7560, -1.7214, 3.0236], [0.9251, -0.3073, 3.7343], [1.1036, 1.3773, 0.4446], [-0.4479, 2.0500, 0.0884], [0.1570, 5.7366, 1.9937], [-0.5410, 6.8502, 2.3825], [-1.7445, 6.4362, 2.9082], [-1.7707, 5.0228, 2.8395], [-0.5829, 4.6172, 2.2733], [1.0748, 5.7401, 1.5680], [-0.1233, 7.8394, 2.2507], [-2.5192, 7.0824, 3.3001], [-2.5698, 4.3709, 3.1683], [-0.2025, 3.6305, 2.0449], [4.6028, -4.7270, -2.8464], [3.6669, -4.6811, -3.7965], [2.8181, -3.4727, -3.9887], [1.9792, -3.4529, -4.8824], [3.0227, -2.3350, -3.0785], [3.9563, -2.3824, -2.1262], [4.8233, -3.5800, -1.9522], [5.6852, -3.5869, -1.0797], [4.1521, -1.3179, -1.2656], [3.4521, -5.7563, -4.6391], [5.2282, -5.5981, -2.6971], [2.3870, -1.4700, -3.2176], [4.8823, -1.5947, -0.6701], [2.7260, -5.4771, -5.2383], [0.0153, -5.9631, -2.9007], [1.0181, -5.9783, -2.1469], [-0.0016, -7.0334, -3.6825], [-0.9188, -5.1392, -3.0211], [0.8300, -7.3635, -3.2854], [10.7567, -3.3749, -2.5623], [9.6120, -2.7242, -3.3224], [8.7963, -1.8112, -2.4208], [8.7652, -3.7373, -3.8589], [10.3798, -3.9935, -1.7401], [11.3276, -4.0386, -3.2205], [11.4355, -2.6217, -2.1502], [10.0098, -2.1491, -4.1656], [8.3498, -2.3743, -1.5936], [7.9687, -1.3595, -2.9782], [9.4163, -1.0112, -2.0045], [8.4073, -4.2530, -3.1173], [-5.4156, 6.1342, 3.3768], [-4.4919, 6.0009, 3.2660], [-0.7419, 8.5458, 4.0553], [-3.6189, 0.2819, 2.4225], [-8.2821, -0.5318, -0.1500], [-9.4285, -0.1417, -0.7332], [-10.3203, 0.6919, 0.1820], [-11.3833, 1.2142, -0.1682], [-9.8923, 0.8888, 1.5921], [-8.7512, 0.4872, 2.1793], [-7.8111, -0.2547, 1.2330], [-6.6811, -0.6471, 1.5399], [-8.3865, 0.6558, 3.3835], [-9.8277, -0.3790, -1.9145], [-7.5773, -1.1210, -0.7261], [-10.6196, 1.4324, 2.1841], [-4.5901, -2.3987, -2.0038], [-3.9379, -3.1432, -2.0533], [-4.2382, -1.5796, -2.4366], [-4.8692, -2.2232, -1.0693], [-2.2942, 11.5764, 7.1278], [-1.2038, 10.8374, 6.9883], [-3.0111, 11.5831, 6.2892], [-2.9657, 11.3330, 7.9687], [-2.1541, 12.6594, 7.2853]], "forces_ev_per_a": [[0.23, -0.73, -2.31], [0.49, -2.22, -1.55], [0.05, 0.30, 0.18], [-1.14, -1.14, -0.44], [-2.40, 1.36, 1.95], [0.36, 0.60, -1.60], [-0.22, -0.47, -0.51], [-0.32, -4.22, 1.14], [1.80, 1.78, -1.15], [1.01, 0.98, -0.62], [0.48, -0.34, 1.69], [-0.46, -0.53, 1.80], [2.04, 1.15, 1.33], [0.83, 0.61, -2.13], [-0.18, 2.04, -1.36], [-0.06, -0.16, 2.25], [-0.58, -0.56, 0.84], [-0.93, 1.60, -0.43], [0.02, -0.62, -1.49], [-1.27, 0.57, -0.06], [0.69, -0.73, 0.84], [0.14, -0.03, -0.17], [0.32, -1.16, -1.11], [0.04, -0.09, -0.19], [0.21, -0.30, -0.14], [-0.10, 0.13, 0.02], [-0.35, 0.00, 0.16], [0.18, -0.87, -1.12], [-0.32, -0.37, -0.14], [0.03, 0.27, -0.03], [-0.05, 0.14, 0.08], [0.34, 0.46, 0.45], [-0.12, -1.99, -1.02], [-1.11, 0.25, -0.68], [0.91, -0.10, 0.72], [-0.03, -0.08, -0.01], [-0.33, 1.35, 0.51], [0.54, -1.06, -0.01], [-0.46, 0.46, -0.26], [0.32, -1.40, -0.50], [-0.11, 2.13, 0.86], [-0.08, 0.06, 0.01], [0.03, -0.02, -0.05], [-0.28, 0.04, -0.27], [0.17, -0.19, 0.31], [-0.92, 2.06, 0.84], [0.53, 1.15, 0.95], [0.30, -1.87, -1.19], [0.15, 0.24, 0.39], [-0.18, -0.94, -0.79], [0.35, -0.07, -0.11], [-0.19, -0.27, 0.60], [-0.15, 0.31, -0.03], [-0.11, -0.12, -0.14], [-0.05, 0.17, -0.01], [-0.07, 0.16, 0.05], [-0.05, -0.10, 0.00], [-0.17, -0.22, -0.03], [0.14, -0.02, -0.03], [0.16, -0.03, 0.01], [-0.08, -0.06, -0.01], [0.15, 0.26, -0.27], [-0.99, 0.15, 0.12], [1.36, -0.24, -0.20], [-0.57, 2.87, 3.42], [-1.19, 0.60, 1.61], [3.28, -0.61, 2.54], [-3.43, 0.82, -2.79], [-1.06, 1.05, 1.40], [1.17, -0.81, -0.17], [-2.60, 0.72, -1.58], [2.88, -0.89, 2.18], [-0.72, -0.44, -2.74], [1.16, 0.08, 0.69], [-0.47, -0.21, -1.44], [0.98, 0.22, 1.80], [0.04, -0.24, -0.10], [0.08, 0.10, 0.00], [0.38, -0.09, -0.07], [-0.12, 0.07, -0.13], [-0.24, -0.28, 0.12], [-0.33, 0.10, -0.01], [-1.18, 0.73, 0.05], [1.31, -1.17, -0.70], [-0.26, -0.19, -0.64], [-0.12, -0.44, 0.55], [0.49, 0.58, 0.07]], "total_charge": -1, "energy_ev": -86933.6832, "relative_energy_kcal_mol": 139.62, "orbital_gap_ha": 0.043, "lumo_ev": -2.48, "e_homo_ev": -3.7, "fmax_ev_per_a": 4.50}

---

# 3
{"formula": "C4H4S2", "method": "ωB97M-V with the def2-TZVPD basis set", "elements": ["C", "C", "C", "C", "S", "S", "H", "H", "H", "H"], "coordinates": [[-1.9884, -1.1421, 0.4159], [1.6626, 0.6507, 0.4382], [1.4111, 0.9187, -0.8271], [-3.0240, -0.5811, 0.3767], [2.2992, -0.9125, 0.4600], [1.8095, -0.6311, -1.6022], [-0.9868, -1.0844, 0.6725], [1.8442, 1.3695, 1.2446], [0.9890, 1.8803, -1.2686], [-4.0163, -0.4680, 0.0900]], "forces_ev_per_a": [[2.10, 0.25, 0.67], [0.84, 2.13, 1.60], [-1.31, 1.28, -1.75], [-2.46, -0.07, -0.78], [0.26, -1.67, -0.77], [0.00, 0.33, 0.70], [1.59, -0.82, 0.07], [-0.62, -0.39, -0.13], [0.79, -1.68, 0.37], [-1.17, 0.66, 0.01]], "energy_ev": -25879.1354, "relative_energy_kcal_mol": 82.71, "orbital_gap_ha": 0.321, "lumo_ev": -0.27, "e_homo_ev": -9.0, "fmax_ev_per_a": 2.79}

---

> Which formula does entry 1 have?

C33H29BrF7N3O3Y